{"formula": "C51H80GeMgN4O3P4Te", "method": "wB97M-V/def2-TZVPD", "gap_ev": [7.21, 5.28], "multiplicity": 2, "relative_energy_kj_mol": 0.0, "charge": 1, "symbols": ["Mg", "C", "C", "C", "P", "C", "N", "Ge", "N", "C", "P", "C", "C", "C", "C", "C", "C", "C", "C", "C", "C", "C", "C", "N", "C", "C", "C", "C", "C", "C", "C", "C", "C", "C", "C", "C", "N", "C", "P", "C", "C", "C", "C", "C", "C", "C", "C", "C", "H", "H", "H", "H", "H", "H", "H", "H", "H", "H", "H", "H", "H", "H", "H", "H", "H", "H", "H", "H", "H", "H", "H", "H", "H", "H", "H", "H", "H", "H", "H", "H", "H", "H", "H", "H", "H", "H", "H", "H", "H", "H", "H", "H", "H", "H", "H", "H", "H", "H", "H", "H", "H", "H", "H", "H", "H", "H", "H", "H", "C", "C", "O", "P", "O", "C", "C", "O", "C", "C", "H", "H", "H", "H", "H", "H", "H", "H", "H", "H", "H", "H", "H", "H", "H", "Te", "C", "C", "C", "C", "C", "C", "H", "H", "H", "H", "H"], "coordinates": [[0.1081, -0.6812, 0.4362], [4.0540, -3.4852, -1.2175], [2.8985, -2.9950, -2.0902], [1.8297, -4.0828, -2.2003], [2.1153, -1.4063, -1.5197], [1.4996, -0.6646, -3.1252], [0.0761, -0.5356, -3.2906], [-0.9143, 0.3687, -1.8793], [-0.8072, 2.2379, -2.3821], [-0.3056, 3.2181, -1.4531], [-1.3370, 3.3468, 0.0586], [-3.0425, 3.6309, -0.5665], [-3.2274, 4.9220, -1.3634], [-4.1101, 3.4526, 0.5099], [-0.6336, 4.7924, 0.9694], [-0.1846, 5.9724, 0.1064], [-1.5843, 5.2417, 2.0799], [-0.6228, 2.5256, -3.7286], [0.1845, 3.5461, -4.2316], [0.3112, 3.7300, -5.6035], [-0.3315, 2.8945, -6.4984], [-1.1240, 1.8620, -6.0100], [-1.2789, 1.6941, -4.6504], [-2.0613, 0.6486, -4.0691], [-1.8300, -0.6326, -4.6496], [-2.6865, -1.2728, -5.5185], [-2.2926, -2.4671, -6.1181], [-1.0300, -2.9703, -5.8624], [-0.1796, -2.3442, -4.9577], [-0.5933, -1.1900, -4.2974], [-3.3934, 0.9664, -3.6998], [-4.2612, 1.7013, -4.4798], [-5.5591, 1.9415, -4.0390], [-5.9604, 1.4277, -2.8195], [-5.0796, 0.7088, -2.0180], [-3.7674, 0.4803, -2.4392], [-2.7872, -0.1400, -1.6763], [-3.3037, -0.8417, -0.5153], [-2.1784, -2.0453, 0.3296], [-3.1814, -2.5390, 1.8255], [-4.7033, -2.4813, 1.6548], [-2.7996, -1.7585, 3.0791], [-2.1919, -3.5947, -0.6908], [-1.6651, -3.2802, -2.0871], [-3.5056, -4.3656, -0.7817], [3.5706, -0.2989, -1.1619], [3.0999, 1.1012, -0.7584], [4.6041, -0.2179, -2.2866], [4.5502, -4.3149, -1.7237], [3.6869, -3.8479, -0.2581], [4.8053, -2.7195, -1.0292], [3.2884, -2.7837, -3.0917], [1.3865, -4.2823, -1.2206], [2.2775, -5.0100, -2.5609], [1.0261, -3.8089, -2.8845], [1.9387, -1.2017, -3.9690], [1.9468, 0.3349, -3.1436], [-0.3353, 4.2074, -1.9191], [0.7338, 3.0522, -1.1246], [-3.1378, 2.8000, -1.2709], [-3.1854, 5.8032, -0.7222], [-4.2094, 4.9038, -1.8398], [-2.4830, 5.0236, -2.1539], [-4.0848, 4.2473, 1.2539], [-3.9980, 2.4990, 1.0289], [-5.0922, 3.4679, 0.0356], [0.2538, 4.3577, 1.4463], [-1.0073, 6.3949, -0.4676], [0.6117, 5.6988, -0.5844], [0.2041, 6.7588, 0.7556], [-2.4598, 5.7407, 1.6649], [-1.0774, 5.9532, 2.7321], [-1.9202, 4.4033, 2.6929], [0.7432, 4.1905, -3.5652], [0.9403, 4.5310, -5.9685], [-0.2168, 3.0367, -7.5633], [-1.6192, 1.1763, -6.6861], [-3.6501, -0.8314, -5.7427], [-2.9560, -2.9737, -6.8044], [-0.6993, -3.8731, -6.3590], [0.7932, -2.7744, -4.7598], [-3.9194, 2.0840, -5.4333], [-6.2469, 2.5088, -4.6502], [-6.9715, 1.5951, -2.4706], [-5.4183, 0.3578, -1.0532], [-4.1984, -1.4020, -0.8116], [-3.6233, -0.1547, 0.2863], [-2.8904, -3.5874, 1.9644], [-5.0448, -1.4467, 1.6139], [-5.1759, -2.9416, 2.5242], [-5.0672, -2.9940, 0.7692], [-3.2119, -0.7525, 3.0246], [-1.7203, -1.6625, 3.2085], [-3.2170, -2.2397, 3.9661], [-1.4564, -4.2282, -0.1750], [-2.3869, -2.6916, -2.6564], [-1.4747, -4.2003, -2.6418], [-0.7382, -2.7070, -2.0431], [-4.2864, -3.7667, -1.2535], [-3.8645, -4.7130, 0.1855], [-3.3525, -5.2445, -1.4102], [4.0440, -0.7492, -0.2845], [2.7106, 1.6557, -1.6139], [3.9391, 1.6743, -0.3583], [2.3189, 1.0820, 0.0084], [4.1865, 0.2353, -3.1852], [5.0032, -1.1943, -2.5549], [5.4431, 0.4053, -1.9718], [4.8235, -3.4036, 4.6868], [4.2433, -3.3870, 3.2932], [2.9526, -2.7316, 3.3563], [2.1073, -2.6119, 1.9799], [0.5929, -2.5656, 2.5867], [0.0927, -3.7219, 3.2960], [0.0633, -3.4530, 4.7837], [2.1416, -0.9780, 1.6712], [2.4034, -0.0222, 2.7369], [3.8808, 0.2783, 2.8341], [5.7909, -3.9040, 4.6796], [4.1634, -3.9370, 5.3693], [4.9609, -2.3895, 5.0600], [4.1098, -4.4001, 2.9066], [4.8929, -2.8415, 2.6026], [0.7174, -4.5911, 3.0646], [-0.9056, -3.9157, 2.9014], [1.0716, -3.2916, 5.1614], [-0.3748, -4.3054, 5.3034], [-0.5362, -2.5692, 5.0014], [1.9872, -0.4007, 3.6706], [1.8488, 0.8726, 2.4546], [4.4542, -0.6056, 3.1037], [4.0461, 1.0338, 3.6028], [4.2564, 0.6678, 1.8870], [-1.1041, 1.3611, 2.0692], [-0.8470, 1.3981, 4.2086], [-1.9569, 1.1628, 5.0170], [-1.8392, 1.1833, 6.3992], [-0.6141, 1.4583, 6.9894], [0.4869, 1.7329, 6.1912], [0.3692, 1.7115, 4.8087], [-2.9229, 0.9685, 4.5694], [-2.7090, 0.9935, 7.0150], [-0.5225, 1.4770, 8.0667], [1.4390, 1.9763, 6.6455], [1.2274, 1.9648, 4.2010]], "forces_ev_per_a": [[0.3, -0.1, -0.3], [0.0, 0.0, 0.0], [0.0, 0.0, 0.0], [0.0, 0.0, 0.0], [-0.1, 0.0, 0.0], [0.1, 0.1, 0.1], [-0.1, 0.1, 0.5], [0.1, 0.1, 0.3], [-0.1, -0.1, 0.1], [0.1, 0.0, 0.0], [0.0, 0.1, 0.0], [0.1, 0.0, 0.0], [0.0, 0.0, 0.0], [0.0, -0.1, 0.0], [0.0, -0.1, 0.0], [0.0, 0.0, 0.0], [0.0, 0.0, 0.0], [0.0, -0.1, -0.1], [0.0, 0.0, 0.0], [0.0, 0.0, 0.0], [0.0, 0.0, 0.0], [0.0, 0.0, 0.0], [0.2, 0.1, 0.1], [-0.1, 0.0, -0.3], [-0.1, -0.2, -0.1], [0.0, 0.0, 0.0], [-0.1, 0.0, 0.0], [0.1, 0.0, 0.0], [0.0, -0.1, 0.0], [0.1, -0.1, 0.0], [-0.1, 0.1, 0.1], [0.0, 0.0, 0.0], [0.0, 0.0, 0.0], [0.0, 0.0, 0.0], [0.0, 0.0, 0.0], [0.0, 0.1, 0.1], [0.2, -0.3, -0.2], [0.1, 0.0, 0.1], [-0.1, -0.1, -0.1], [0.0, 0.0, 0.0], [0.0, 0.0, 0.0], [0.1, 0.0, 0.0], [0.1, 0.0, 0.0], [0.0, 0.0, 0.0], [0.0, 0.0, 0.0], [-0.1, -0.1, 0.0], [0.0, 0.0, 0.0], [0.0, 0.0, 0.1], [0.0, 0.0, 0.0], [0.0, 0.0, 0.0], [0.0, 0.0, 0.0], [0.0, 0.0, 0.0], [0.0, 0.0, 0.0], [0.0, 0.0, 0.0], [0.0, 0.0, 0.0], [0.0, 0.0, 0.1], [0.1, 0.0, -0.1], [0.0, 0.0, 0.1], [0.0, 0.0, 0.0], [0.0, -0.1, -0.1], [0.0, 0.0, 0.0], [0.0, 0.0, 0.0], [0.0, 0.0, 0.0], [0.0, 0.0, 0.0], [0.0, 0.0, 0.0], [0.0, 0.0, 0.0], [0.0, 0.0, 0.0], [0.0, 0.0, 0.0], [0.0, 0.0, 0.0], [0.0, 0.0, 0.0], [0.0, 0.0, 0.0], [0.0, 0.0, 0.0], [0.0, 0.0, 0.0], [0.0, 0.0, 0.0], [0.0, 0.0, 0.0], [0.0, 0.0, 0.0], [0.0, 0.0, 0.0], [0.0, 0.0, 0.0], [0.0, 0.0, 0.0], [0.0, 0.0, 0.0], [0.0, 0.0, 0.0], [0.0, 0.0, 0.0], [0.0, 0.0, 0.0], [0.0, 0.0, 0.0], [0.0, 0.0, 0.0], [0.0, 0.0, 0.0], [0.0, 0.0, 0.0], [0.0, 0.0, 0.0], [0.0, 0.0, 0.0], [0.0, 0.0, 0.0], [0.0, 0.0, 0.0], [0.0, 0.1, 0.0], [0.0, 0.0, 0.0], [0.0, 0.0, 0.0], [0.0, 0.0, 0.0], [0.0, 0.0, 0.0], [0.0, 0.0, 0.0], [0.0, 0.0, 0.0], [0.0, 0.0, 0.0], [0.0, 0.0, 0.0], [0.0, 0.0, 0.0], [0.0, 0.0, 0.0], [0.0, 0.0, 0.0], [0.0, 0.0, 0.0], [0.0, 0.0, 0.0], [0.0, 0.0, 0.0], [0.0, 0.0, 0.0], [0.0, 0.0, 0.0], [0.0, 0.0, -0.1], [0.1, 0.0, 0.1], [-0.1, 0.0, -0.1], [0.0, 0.0, 0.1], [0.0, 0.1, 0.1], [0.0, -0.1, 0.0], [0.0, 0.0, -0.1], [-0.3, -0.2, -0.2], [0.0, 0.2, 0.1], [0.0, 0.0, 0.0], [0.0, 0.0, 0.0], [0.0, 0.0, 0.0], [0.0, 0.0, 0.0], [0.0, 0.0, 0.0], [0.0, 0.0, 0.0], [0.0, 0.0, 0.0], [0.0, 0.0, 0.0], [0.0, 0.0, 0.0], [0.0, 0.0, 0.0], [0.0, 0.0, 0.0], [0.0, 0.0, 0.0], [0.0, -0.1, 0.0], [0.0, 0.0, 0.0], [0.0, 0.0, 0.0], [0.0, 0.0, 0.0], [0.0, -0.1, 0.2], [0.0, 0.0, 0.0], [0.0, 0.0, -0.1], [0.0, 0.0, 0.0], [0.0, 0.0, 0.0], [0.0, 0.0, 0.0], [0.0, 0.1, -0.1], [0.0, 0.0, 0.0], [0.0, 0.0, 0.0], [0.0, 0.0, 0.0], [0.0, 0.0, 0.0], [0.0, 0.0, 0.0]]}